DFT (ωB97M-V/def2-TZVPD) results for a structure of composition C47H66N18O5S.

Results
E_LUMO ... -0.218 eV
Relative energy (zero: lowest compared OMol25 entry of this formula, charge and spin) ... 0.00 kcal/mol
Energy ... -3590.16977 Eh
Charge ... 0
Gap between HOMO and LUMO ... 7.9 eV

Geometry as XYZ:
```
137
Properties=species:S:1:pos:R:3:mulliken_charge:R:1
C 0.279 6.100 -0.230 -0.555
C -0.191 5.379 -1.283 -0.644
C -0.906 4.096 -1.049 0.672
O -1.920 4.011 -0.398 -0.595
O -0.282 3.036 -1.598 -0.089
C -1.167 2.222 -2.393 -0.762
C -0.369 1.188 -3.150 -1.132
C 0.587 0.370 -2.233 0.956
C 0.012 -1.033 -1.994 -1.122
C 0.978 -2.047 -1.327 -0.272
C 2.462 -1.703 -1.428 -0.931
C 2.955 -0.683 -0.422 0.542
C 2.206 -0.211 0.602 0.184
C 2.731 0.821 1.460 -0.625
O 1.961 1.348 2.447 -0.383
C 1.421 0.384 3.375 -0.420
C -0.082 0.270 3.094 -1.237
C 3.980 1.350 1.282 0.014
O 4.463 2.369 2.096 -0.421
N 3.710 3.604 1.833 0.297
O 3.985 4.062 0.807 -0.258
C 4.816 0.855 0.241 0.682
N 6.061 1.213 -0.079 -0.714
S 6.457 0.301 -1.353 0.057
N 5.103 -0.560 -1.573 -0.533
C 4.278 -0.152 -0.599 1.298
H 1.342 6.310 -0.199 0.206
H -0.392 6.421 0.561 0.367
H -0.055 5.703 -2.314 0.389
H -1.657 2.874 -3.125 0.512
H -1.964 1.793 -1.786 0.280
H -0.991 0.506 -3.727 0.412
H 0.254 1.723 -3.872 0.383
H 1.551 0.370 -2.732 0.014
H 0.621 0.878 -1.272 -0.101
H -0.828 -0.900 -1.304 0.208
H -0.417 -1.445 -2.906 0.484
H 0.860 -2.991 -1.855 -0.235
H 0.714 -2.275 -0.292 0.471
H 2.714 -1.340 -2.420 -0.502
H 3.031 -2.630 -1.322 0.850
H 1.205 -0.566 0.788 0.248
H 1.925 -0.573 3.266 0.386
H 1.583 0.701 4.405 0.433
H -0.606 0.090 4.029 0.394
H -0.312 -0.538 2.399 0.270
H -0.426 1.205 2.672 0.356
C 2.815 9.299 0.403 -0.791
C 1.499 8.917 0.903 0.475
N 0.463 8.616 1.289 -0.460
H 3.586 8.742 0.931 0.261
H 2.882 9.079 -0.661 0.247
H 2.974 10.364 0.558 0.333
C 4.467 -0.149 -5.355 -0.546
C 3.173 -0.762 -5.085 0.488
N 2.157 -1.239 -4.854 -0.437
H 5.223 -0.577 -4.698 0.232
H 4.750 -0.329 -6.391 0.344
H 4.412 0.924 -5.185 -0.045
C 2.479 -2.707 -8.861 -0.706
C 3.920 -2.570 -8.672 0.349
N 5.049 -2.461 -8.511 -0.395
H 2.134 -1.986 -9.599 0.262
H 2.247 -3.712 -9.209 0.278
H 1.966 -2.527 -7.918 0.223
C -0.891 -2.996 5.413 -1.055
C 0.233 -2.625 4.561 0.446
N 1.121 -2.328 3.900 -0.436
H -1.825 -2.923 4.861 0.318
H -0.770 -4.017 5.762 0.340
H -0.932 -2.326 6.271 0.337
C 1.005 -6.214 -3.963 -0.928
C 0.137 -5.294 -3.238 0.477
N -0.545 -4.568 -2.670 -0.475
H 1.415 -6.951 -3.276 0.279
H 0.436 -6.724 -4.739 0.343
H 1.822 -5.662 -4.422 0.283
C -0.805 5.060 3.574 -0.522
C -1.215 3.709 3.942 0.379
N -1.553 2.649 4.218 -0.445
H 0.276 5.155 3.670 0.367
H -1.092 5.262 2.544 -0.037
H -1.293 5.782 4.226 0.329
C -3.774 3.504 6.795 -0.485
C -4.590 4.561 7.377 0.288
N -5.222 5.418 7.801 -0.416
H -3.412 2.836 7.575 0.333
H -4.360 2.932 6.080 0.264
H -2.925 3.945 6.279 -0.008
C 4.586 4.572 -5.380 -0.598
C 4.658 3.619 -6.485 0.394
N 4.714 2.872 -7.354 -0.419
H 3.956 4.173 -4.587 0.221
H 5.583 4.755 -4.984 0.286
H 4.163 5.511 -5.726 0.108
C 3.687 -3.520 1.932 -0.134
C 3.302 -4.398 0.843 0.473
N 2.985 -5.043 -0.053 -0.518
H 4.226 -2.660 1.533 0.106
H 2.795 -3.169 2.443 -0.182
H 4.326 -4.041 2.642 0.416
C -1.645 -6.260 -0.102 -0.473
C -1.620 -7.073 1.110 0.273
N -1.614 -7.702 2.069 -0.451
H -1.976 -6.864 -0.945 0.303
H -2.333 -5.426 0.027 0.326
H -0.652 -5.869 -0.313 0.035
C -4.330 -5.787 2.889 -0.253
C -3.774 -4.954 3.948 0.428
N -3.342 -4.301 4.786 -0.484
H -3.532 -6.334 2.391 -0.305
H -5.035 -6.501 3.311 0.169
H -4.850 -5.166 2.161 0.319
C -6.250 7.646 4.620 -0.796
C -4.922 7.048 4.589 0.312
N -3.880 6.573 4.578 -0.340
H -6.852 7.251 3.805 0.268
H -6.731 7.412 5.569 0.274
H -6.171 8.726 4.516 0.267
C 1.670 7.677 -7.206 -0.835
C 2.166 7.497 -5.845 0.387
N 2.554 7.354 -4.776 -0.389
H 0.969 8.509 -7.234 0.330
H 2.500 7.888 -7.876 0.281
H 1.164 6.773 -7.537 0.270
C -5.148 -8.359 6.015 -0.741
C -5.642 -9.179 4.915 0.345
N -6.013 -9.816 4.039 -0.428
H -5.233 -7.306 5.752 0.201
H -5.728 -8.547 6.916 0.303
H -4.103 -8.593 6.211 0.265
C -8.079 -9.696 1.319 -0.355
C -7.723 -8.623 0.396 0.309
N -7.444 -7.780 -0.329 -0.395
H -9.125 -9.605 1.607 0.250
H -7.924 -10.662 0.842 0.248
H -7.455 -9.636 2.209 0.011
```